Record 1
DFT (ωB97M-V/def2-TZVPD) results for a molecular structure, C29H37ClN6OPt.

```
75
Properties=species:S:1:pos:R:3:forces:R:3
H 1.44200 -4.36428 -3.99791 0.00 -0.01 0.00
H -1.74791 -0.75741 -4.26170 -0.01 0.00 0.00
H -0.42930 -5.26269 -2.23957 0.01 0.01 0.00
H 3.56060 -2.22055 2.16536 -0.01 0.00 -0.01
H 2.67908 2.55313 3.17996 0.00 0.01 0.00
H 0.16239 5.82636 4.41233 0.00 0.00 0.00
C -2.59088 2.32341 -1.86292 -0.01 0.00 -0.01
C 0.10718 4.76120 4.26922 0.00 0.00 0.00
C 2.85300 1.50351 2.97791 -0.04 -0.02 0.01
H -0.66807 -2.18852 2.51435 -0.01 0.00 0.00
H -0.37317 0.04322 -4.96049 0.00 0.00 0.00
H 1.31317 4.84427 6.82261 0.00 0.00 0.00
N 0.22920 3.87716 5.31295 0.01 0.01 0.00
C 2.43046 -0.47622 1.63134 -0.02 0.01 0.05
C -0.83611 -1.83698 1.50994 0.00 0.00 0.00
H 0.58738 3.47072 -1.60726 0.00 0.00 0.00
H -1.46061 -2.50945 -5.43309 0.01 0.01 0.00
C 1.21849 1.63315 1.09346 0.12 0.07 0.00
Cl -1.77067 4.40307 -0.33078 0.00 0.00 0.00
H 0.93049 -3.16453 -5.19688 0.01 -0.01 0.00
H -2.31240 2.78624 2.15255 0.00 -0.01 0.00
H 4.31961 1.27568 4.52588 -0.01 0.01 0.00
H -0.44805 4.78868 7.07412 0.00 0.00 0.00
C 0.59865 -4.01356 -4.60014 0.02 0.02 0.00
H -3.20767 0.67143 -3.07194 0.00 0.00 -0.01
N -1.27703 -1.78499 -0.53627 -0.01 -0.01 0.01
H -2.30021 -1.63592 -2.33375 0.00 0.00 0.01
H -2.62237 1.38611 1.06711 -0.01 0.00 0.00
C -0.23126 2.82428 -1.89622 -0.01 -0.01 -0.01
C -0.80358 -0.27915 -4.01033 0.02 0.02 0.00
H -3.59308 2.56466 -1.53442 0.00 0.00 0.00
N -1.15947 -2.61616 0.52043 0.01 0.00 -0.01
C 3.76856 0.80012 3.72642 0.02 0.01 0.01
C 2.16190 0.87647 1.92198 -0.01 -0.07 -0.11
H -2.68896 -3.00515 -4.24927 -0.01 0.00 0.00
H 1.93432 -0.95583 0.79584 0.00 -0.01 0.01
C 4.00449 -0.54767 3.43587 0.01 -0.01 0.04
H -2.12904 -3.25497 -1.64429 -0.01 0.00 0.00
C -0.65951 -3.70533 -3.77554 0.00 0.00 0.01
H 0.52965 3.32668 7.30444 0.00 0.00 0.00
H -0.25175 4.34000 2.13387 0.00 -0.01 0.00
C 0.17578 -1.26122 -3.32245 0.02 -0.01 -0.03
C -1.76843 -3.30541 -4.75574 0.00 -0.02 0.01
H -2.11044 -4.95438 -2.69106 0.00 -0.01 0.01
C -0.02421 1.75588 -2.75286 0.00 0.00 0.00
C -1.03276 -0.53797 -0.17694 0.01 0.01 -0.01
C -1.08778 -5.00204 -3.06748 -0.01 0.02 -0.01
H 0.97778 1.55696 -3.11588 0.00 0.00 0.00
C -1.60944 -2.32724 -1.85660 -0.01 0.00 0.00
C -1.08027 0.94023 -3.16491 0.00 0.00 -0.01
H -1.07873 0.31589 -0.83477 0.00 0.00 0.01
C 0.11261 2.64215 4.82465 -0.02 0.01 0.00
O 0.62967 -3.02618 -1.79571 0.00 -0.01 0.01
H 0.37191 -4.82173 -5.29492 0.00 0.00 0.00
C 0.41851 4.23577 6.72056 0.00 0.00 0.00
H 0.16678 1.75070 5.42784 0.01 0.00 0.00
H 0.66418 -0.74626 -2.49060 0.00 0.00 0.00
H -2.01735 -4.16881 -5.37367 -0.01 0.00 0.00
C -1.51547 3.08173 -1.43478 0.01 0.01 0.01
N -0.08002 2.68766 3.50979 0.06 -0.03 0.04
H 0.98756 -1.51836 -4.00120 -0.01 0.01 0.00
C -2.24536 1.71055 2.03254 -0.03 -0.07 -0.06
H -2.76596 1.18881 2.84632 -0.01 0.00 -0.01
H 1.28568 -3.54783 -2.27080 0.00 0.00 0.00
C -0.08829 4.01924 3.14928 -0.01 0.00 -0.01
Pt -0.34861 1.08250 2.29206 0.05 0.11 0.11
C -0.36025 -2.57963 -2.72502 -0.02 -0.01 -0.01
C -2.36314 1.26106 -2.73343 -0.01 -0.01 0.01
H 1.31032 2.71440 1.13135 -0.03 0.00 -0.02
C 3.34358 -1.18442 2.38487 -0.03 -0.01 -0.04
N 5.69168 -1.88142 4.86856 -0.01 0.00 0.02
C 4.94459 -1.28648 4.23162 0.01 0.00 -0.04
N -0.74147 -0.52533 1.12580 -0.03 -0.03 0.00
H -1.06468 -5.82159 -3.78538 0.00 0.00 0.00
H 1.03254 1.25259 0.09380 -0.01 0.01 0.01
```
Forces are in eV/Å.

LUMO level	-7.84	eV
frontier orbital gap	6.348	eV
energy relative to the best compared isomer or geometry (same formula, charge and spin)	0.0	kcal/mol
total charge	+2

Record 2
DFT (ωB97M-V/def2-TZVPD) results for a molecular structure, C9H8AsNO9STi.

```
30
Properties=species:S:1:pos:R:3:forces:R:3
C 0.61486 0.21472 -1.20843 -0.30 -0.15 0.17
H -0.73889 2.59909 -1.67806 0.01 0.00 -0.02
O 0.46639 -1.14888 -1.33273 0.26 -0.37 0.56
H -0.91785 2.88343 3.28409 0.01 0.00 0.00
C -0.87673 0.36419 1.01208 0.00 0.00 -0.04
C -1.08957 -5.03628 -1.16271 0.01 0.02 -0.02
O -1.86898 -1.67560 -0.38491 -0.20 0.06 -0.04
C 0.13355 0.82044 0.13447 -0.02 0.11 0.01
O 2.24503 -0.72978 1.75489 0.12 -0.05 -0.09
S -1.70280 -1.21846 0.99235 0.33 -0.07 0.04
H 0.86148 2.56386 -2.46548 -0.01 0.00 0.00
H -2.00249 0.73685 2.78421 -0.01 -0.03 -0.02
O -0.09394 0.71687 -2.29956 -0.06 0.02 0.00
H -0.61137 2.29741 -3.42218 0.00 -0.01 -0.01
H 2.23029 0.21063 -2.20703 0.01 0.01 0.02
N -0.25706 -4.16360 -1.10004 -0.07 0.28 0.18
Ti 0.23407 -2.55006 -0.21971 0.58 -0.57 -0.87
C -0.61852 2.32110 2.41036 -0.05 -0.03 0.02
H 0.88871 3.70795 1.77785 0.00 0.01 0.00
O 1.99333 -2.91051 0.19199 -0.34 0.67 0.32
O -2.82311 -1.18112 1.85981 -0.06 -0.04 -0.01
C -1.23370 1.11355 2.12610 0.00 0.09 0.06
H 1.51798 2.40018 -0.18277 0.01 -0.01 0.02
O 1.98377 0.51232 -1.32081 0.03 0.03 -0.10
O -0.59308 -2.18432 1.48298 0.15 0.32 -0.02
As 3.15339 -1.70051 0.84434 -0.45 -0.31 -0.09
C 0.73258 2.03221 0.45954 0.08 0.04 0.04
O -1.86559 -5.89879 -1.24631 0.00 -0.01 -0.03
C 0.37774 2.77649 1.57423 0.02 -0.04 -0.05
C -0.13952 2.12661 -2.45856 -0.03 0.04 -0.04
```
Forces are in eV/Å.

LUMO level	-1.20	eV
frontier orbital gap	8.934	eV

Record 3
DFT (ωB97M-V/def2-TZVPD) results for a single C6H12O molecule.

```
19
Properties=species:S:1:pos:R:3:forces:R:3
C 2.18646 -0.31379 -0.24634 0.07 0.00 0.01
H 0.13164 0.91509 1.06295 -0.03 -0.07 -0.05
H 2.82950 -1.03287 -0.76283 -0.13 0.12 0.07
C -0.07576 0.09299 0.35244 -0.09 -0.12 0.19
H 1.23241 -1.25695 1.51130 -0.03 0.09 -0.14
C -1.49567 -0.40380 0.55092 0.03 -0.04 0.05
H -1.63656 -1.29531 -0.07050 0.01 0.05 0.04
H -1.58713 -0.72436 1.59665 0.01 0.02 -0.12
H 1.65201 0.43010 -2.27111 0.01 -0.02 0.08
C 1.48582 0.66822 -1.21857 0.31 0.01 -0.04
H 1.82559 1.69744 -1.04832 -0.02 -0.05 0.01
O 0.09386 0.57199 -0.97222 -0.20 0.01 -0.06
H -2.42635 1.55881 0.76754 0.01 -0.09 0.00
H -2.56755 0.85737 -0.84485 0.00 0.00 0.08
H 0.67265 -1.87417 -0.05719 0.05 0.13 0.08
H 2.80969 0.23217 0.47012 -0.08 -0.06 -0.14
C -2.57525 0.62260 0.22110 0.01 0.01 -0.02
H -3.56316 0.23118 0.48142 0.09 0.08 -0.05
C 1.00782 -0.97673 0.47748 -0.02 -0.04 0.03
```
Forces are in eV/Å.

LUMO level	1.19	eV
frontier orbital gap	10.821	eV
energy relative to the best compared isomer or geometry (same formula, charge and spin)	9.0	kcal/mol

Record 4
DFT (ωB97M-V/def2-TZVPD) results for 2 unconnected molecules or ions with the total composition C7H10N2O3.

```
22
Properties=species:S:1:pos:R:3:forces:R:3
C 0.96344 -1.46634 0.75461 2.52 0.64 -0.56
N 1.16666 -2.53890 -0.04966 -4.17 0.42 -1.65
H 1.59226 2.67702 -0.94248 -0.43 0.50 0.00
C -0.18158 -0.67241 0.89622 -3.88 0.38 -0.45
C 2.13951 -0.80707 1.18089 -0.09 -0.47 1.34
O -0.44494 0.21287 1.68754 0.80 -0.16 -0.28
O -1.17841 -1.14364 0.01623 1.86 -0.27 -0.50
C -2.49049 0.92393 -0.76175 0.51 0.22 2.68
H -1.96308 1.01974 -1.66172 0.24 -0.17 -1.66
H 1.22968 2.19900 0.75167 -0.19 -0.06 0.57
H -2.69167 -0.28850 0.97989 -0.42 0.02 0.11
H -3.16141 -1.00672 -0.62059 1.33 -0.35 1.05
H 1.88098 -3.15601 0.13150 1.89 -1.31 0.54
H 2.82805 2.07744 -0.02618 2.39 -0.03 0.83
N 3.03468 -0.31553 1.70800 0.82 0.37 0.01
C -2.36585 -0.43456 -0.04470 -2.88 0.41 -0.68
O 1.65168 0.14446 -1.78673 0.08 0.87 0.71
H -2.08784 1.68857 -0.10821 0.40 0.31 0.19
H -3.55080 1.17171 -0.75782 -0.04 -0.20 -0.71
C 1.80676 1.99733 -0.12342 -1.77 -0.30 -1.91
H 0.30482 -2.95745 -0.47616 1.34 0.67 0.67
C 1.51758 0.67508 -0.74712 -0.31 -1.47 -0.30
```
Forces are in eV/Å.

LUMO level (alpha / beta)	0.11 / -0.90	eV
frontier orbital gap (alpha / beta)	8.034 / 6.584	eV
energy relative to the best compared isomer or geometry (same formula, charge and spin)	97.8	kcal/mol

Copy entry 4 word for word.
DFT (ωB97M-V/def2-TZVPD) results for 2 unconnected molecules or ions with the total composition C7H10N2O3.

```
22
Properties=species:S:1:pos:R:3:forces:R:3
C 0.96344 -1.46634 0.75461 2.52 0.64 -0.56
N 1.16666 -2.53890 -0.04966 -4.17 0.42 -1.65
H 1.59226 2.67702 -0.94248 -0.43 0.50 0.00
C -0.18158 -0.67241 0.89622 -3.88 0.38 -0.45
C 2.13951 -0.80707 1.18089 -0.09 -0.47 1.34
O -0.44494 0.21287 1.68754 0.80 -0.16 -0.28
O -1.17841 -1.14364 0.01623 1.86 -0.27 -0.50
C -2.49049 0.92393 -0.76175 0.51 0.22 2.68
H -1.96308 1.01974 -1.66172 0.24 -0.17 -1.66
H 1.22968 2.19900 0.75167 -0.19 -0.06 0.57
H -2.69167 -0.28850 0.97989 -0.42 0.02 0.11
H -3.16141 -1.00672 -0.62059 1.33 -0.35 1.05
H 1.88098 -3.15601 0.13150 1.89 -1.31 0.54
H 2.82805 2.07744 -0.02618 2.39 -0.03 0.83
N 3.03468 -0.31553 1.70800 0.82 0.37 0.01
C -2.36585 -0.43456 -0.04470 -2.88 0.41 -0.68
O 1.65168 0.14446 -1.78673 0.08 0.87 0.71
H -2.08784 1.68857 -0.10821 0.40 0.31 0.19
H -3.55080 1.17171 -0.75782 -0.04 -0.20 -0.71
C 1.80676 1.99733 -0.12342 -1.77 -0.30 -1.91
H 0.30482 -2.95745 -0.47616 1.34 0.67 0.67
C 1.51758 0.67508 -0.74712 -0.31 -1.47 -0.30
```
Forces are in eV/Å.

LUMO level (alpha / beta)	0.11 / -0.90	eV
frontier orbital gap (alpha / beta)	8.034 / 6.584	eV
energy relative to the best compared isomer or geometry (same formula, charge and spin)	97.8	kcal/mol